No. 1
Below is a single C4H11NO5 molecule, with properties calculated with the ωB97M-V functional and the def2-TZVPD basis.

Energy (eV): -16054.1513
HOMO-LUMO gap (eV): 10.07
Charge: 0
Maximum force (eV/Å): 0.53
SMILES string: CN(C)C(O)(O)C(O)(O)O
HOMO energy (eV): -9.4
Relative energy (zero: lowest compared OMol25 entry of this formula, charge and spin) (kcal/mol): 30.70

The geometry in XYZ format:
```
21
Properties=species:S:1:pos:R:3:forces:R:3
C 0.374134 0.527480 0.166583 -0.1 -0.5 0.0
C 1.076044 -0.565940 1.045921 -0.3 0.3 0.3
C -0.843835 -1.110187 -1.162374 0.1 0.1 -0.1
C -1.786645 1.063440 -0.801105 0.0 0.0 0.3
N -0.925545 0.025115 -0.250752 0.0 0.2 0.1
O 0.194051 1.633350 0.999347 -0.2 0.1 0.0
O 1.195793 0.908276 -0.892917 0.0 0.1 -0.2
O 1.841165 -1.361020 0.203907 0.3 -0.2 -0.1
O 0.133737 -1.324964 1.722055 0.0 0.0 0.3
O 1.953087 0.021539 1.940843 0.2 0.1 0.2
H 0.345113 2.416724 0.461085 0.1 0.1 0.0
H 1.838837 0.203066 -1.052918 0.0 0.0 0.1
H 2.421070 -1.891377 0.766372 0.0 0.0 -0.1
H -0.755714 -1.047069 1.436704 0.2 0.1 -0.2
H 1.494497 0.752647 2.388279 0.1 -0.3 -0.2
H -1.839274 -1.537591 -1.252098 -0.1 -0.1 -0.1
H -0.496858 -0.807310 -2.160274 0.0 0.0 0.0
H -0.164786 -1.860782 -0.768375 -0.1 -0.1 -0.1
H -1.929401 1.837832 -0.050809 -0.1 0.0 -0.1
H -1.373753 1.503327 -1.715794 0.0 0.0 -0.1
H -2.751715 0.613445 -1.023678 -0.1 0.1 -0.1
```
Forces are in eV/Å.

Here are the Mulliken charges for atoms 1 to 6, given in e: 0.927 0.337 -1.008 -1.090 -0.203 -0.625

No. 2
Below is a single C19H20N2O6S2 molecule, with properties calculated with the ωB97M-V functional and the def2-TZVPD basis.

Energy (eV): -56962.9059
HOMO-LUMO gap (eV): 8.09
Charge: 0
Maximum force (eV/Å): 1.33
SMILES string: CCS(=O)(=O)c1ccc2oc(SCC(=O)Nc3ccc(OC)cc3OC)nc2c1
HOMO energy (eV): -7.7
Relative energy (zero: lowest compared OMol25 entry of this formula, charge and spin) (kcal/mol): 0.00

The geometry in XYZ format:
```
49
Properties=species:S:1:pos:R:3:forces:R:3
C -3.644736 3.509493 0.892037 -0.1 -0.1 0.0
C -2.621720 4.349211 1.619437 0.6 -0.6 -0.1
H -2.307715 5.225189 1.059038 0.1 0.1 0.0
H -2.961837 4.648393 2.607602 0.1 0.0 0.2
S -1.112532 3.361480 1.900747 -0.1 0.4 0.0
O -0.161617 4.185501 2.596295 0.1 0.3 -0.2
O -1.488850 2.108411 2.503491 -0.3 -0.2 -0.2
C -0.482653 3.020482 0.251155 -0.3 0.2 0.6
C -0.859288 1.839134 -0.349846 0.1 -0.2 -0.2
C -0.321008 1.587942 -1.601148 0.6 1.0 -0.1
N -0.445139 0.508137 -2.439261 0.0 -0.2 -0.6
C 0.327536 0.780523 -3.444355 -0.7 -0.3 0.7
S 0.626693 -0.244713 -4.790562 0.2 -0.2 -0.4
C -0.195096 -1.762433 -4.185629 0.3 0.3 0.1
H -1.191210 -1.490199 -3.845444 0.0 -0.1 -0.1
H -0.240175 -2.412911 -5.058005 0.0 0.0 0.1
C 0.653229 -2.438166 -3.101674 -0.5 0.2 -0.2
O 1.571945 -3.170790 -3.399302 0.3 -0.2 -0.1
N 0.252647 -2.127567 -1.852637 -0.4 0.0 0.4
C 0.840961 -2.498543 -0.633969 0.2 -0.1 0.1
C 2.027462 -3.201841 -0.533989 -0.2 0.1 -0.1
C 2.571549 -3.516404 0.701950 0.1 0.0 0.5
C 1.926693 -3.112698 1.861016 0.0 0.0 -0.2
C 0.724104 -2.405604 1.772580 0.0 0.0 0.1
C 0.170185 -2.106363 0.544399 0.2 -0.2 0.0
O -1.017003 -1.453706 0.369055 0.3 -0.1 -0.3
C -1.787127 -1.142868 1.512356 -0.2 0.1 0.2
H -1.332766 -0.346017 2.109022 0.0 -0.1 -0.1
H -2.749579 -0.801667 1.131660 0.0 0.0 0.1
H -1.945746 -2.027656 2.134636 0.0 0.0 0.0
H 0.257377 -2.103501 2.694812 -0.1 0.1 0.1
O 2.363472 -3.351950 3.128817 -0.3 0.2 0.0
C 3.569676 -4.056105 3.298481 0.2 -0.1 0.0
H 3.721678 -4.124674 4.374543 0.0 0.0 -0.1
H 4.413007 -3.523599 2.847352 0.0 0.0 0.0
H 3.509167 -5.064600 2.876624 0.0 0.0 0.0
H 3.495579 -4.069286 0.735575 0.1 -0.1 0.0
H 2.529558 -3.511148 -1.435140 0.0 0.0 0.0
H -0.498611 -1.452889 -1.742083 0.2 -0.1 -0.3
O 0.956307 1.979954 -3.391144 0.3 0.1 -0.3
C 0.557550 2.514450 -2.204861 -0.8 -0.3 1.1
C 0.911280 3.705149 -1.599122 0.1 -0.1 -0.3
C 0.370504 3.941177 -0.345339 0.1 0.1 0.0
H 0.627457 4.829609 0.208899 0.1 0.1 0.0
H 1.586957 4.398491 -2.071610 0.1 0.1 0.0
H -1.505065 1.140245 0.149222 -0.1 -0.2 0.0
H -4.594553 4.034390 0.814053 0.0 0.0 0.0
H -3.799458 2.583566 1.441079 -0.1 -0.1 0.0
H -3.299090 3.266971 -0.110811 -0.1 0.0 -0.1
```
Forces are in eV/Å.

Here are the Mulliken charges for atoms 1 to 6, given in e: -1.032 -0.539 0.390 0.449 1.228 -0.719